The following is a DFT calculation (ωB97M-V/def2-TZVPD) of C28H31BaN3O2S2Sb as an isolated structure in a non-equilibrium geometry.

Calculated values
LUMO energy: -3.14 eV
Total charge: +1

Each line ends with the Mulliken charge.
CARTESIAN COORDINATES (ANGSTROEM)
Ba  -0.42897  1.39533  -0.59394  1.6440
S  4.58191  5.07437  -0.34244  -0.1736
C  6.06251  5.91450  -0.38382  -0.4170
C  7.11668  5.05625  -0.41322  -0.5765
C  6.69772  3.69020  -0.43311  -0.4091
C  5.34544  3.54710  -0.41652  0.3066
C  4.56754  2.28351  -0.44306  0.9111
C  3.17029  2.30774  -0.58671  -1.0243
N  2.40660  1.23757  -0.62754  -0.2435
C  2.99192  0.01454  -0.51811  -0.6262
C  4.36472  -0.12252  -0.36130  1.4150
C  4.95036  -1.44025  -0.23849  -0.9383
C  4.18316  -2.54024  -0.27090  -1.0097
C  2.74774  -2.43605  -0.42849  1.2796
C  1.91578  -3.57016  -0.45408  -0.4172
C  0.55926  -3.45705  -0.60010  0.5048
C  0.06275  -2.14880  -0.73152  -0.6231
N  0.80768  -1.06085  -0.70679  -0.2831
C  2.15498  -1.18582  -0.55186  -0.6404
C  -0.35653  -4.62777  -0.61954  0.3683
C  -0.04356  -5.93496  -0.40891  -0.5891
C  -1.17472  -6.80295  -0.49424  -0.5145
C  -2.32055  -6.12457  -0.76950  -0.5279
S  -2.03062  -4.45296  -0.92453  -0.0136
C  5.14354  1.04850  -0.32809  -0.5264
H  6.07711  6.99489  -0.36962  0.4447
H  8.14923  5.37784  -0.43287  0.3827
H  7.38701  2.85602  -0.47804  0.3500
H  2.64200  3.25373  -0.66722  0.3772
H  6.02517  -1.52113  -0.11888  0.4237
H  4.62747  -3.52514  -0.17780  0.4296
H  2.37640  -4.54860  -0.35642  0.4023
H  -1.00619  -1.98737  -0.85814  0.3121
H  0.95815  -6.28705  -0.18978  0.3640
H  -1.13268  -7.87551  -0.35672  0.4103
H  -3.31976  -6.51823  -0.89296  0.4513
H  6.21727  0.95145  -0.19920  0.3847
N  0.21762  4.55520  -0.35801  -0.4280
C  -1.09407  4.74349  0.33591  -0.5819
C  -1.72661  3.37936  0.19435  0.4037
O  -2.09874  3.03884  -0.96284  -0.6686
O  -1.55738  2.53259  1.12419  -0.6108
H  0.87810  5.25358  -0.04307  0.2096
H  0.08274  4.72696  -1.34831  0.2162
H  -1.71181  5.52007  -0.10769  0.3508
H  -0.92291  4.95936  1.38485  0.3585
C  -5.35420  -2.28281  -0.35143  -0.9447
C  -4.67090  -1.17680  -1.16592  -0.8711
Sb  -3.28186  0.05350  -0.10770  0.2603
C  -3.02730  -1.18880  1.62596  -0.6063
C  -1.88860  -0.67558  2.52253  -1.0267
C  -4.66834  1.45163  0.71088  -0.6983
C  -5.99679  0.86956  1.18681  -1.1172
H  -6.05286  -2.85815  -0.96389  0.3954
H  -5.91660  -1.88275  0.49358  0.2401
H  -4.63484  -2.99224  0.06326  0.1747
H  -5.40509  -0.48653  -1.58974  0.5159
H  -4.12982  -1.59706  -2.01644  0.4642
H  -2.81570  -2.20013  1.26941  0.2269
H  -3.97112  -1.25053  2.16928  0.5067
H  -0.92389  -0.70833  2.00130  0.1634
H  -1.76291  -1.28881  3.41712  0.3981
H  -2.03643  0.35306  2.85629  0.2981
H  -4.82072  2.20572  -0.06507  0.4733
H  -4.12936  1.94720  1.52131  0.3453
H  -6.56225  0.40866  0.37482  0.2818
H  -6.63464  1.64631  1.61573  0.4028
H  -5.85953  0.10785  1.95700  0.2590

The following is a DFT calculation (ωB97M-V/def2-TZVPD) of C28H31BrGaN7O5P as an isolated structure in a non-equilibrium geometry.

Calculated values
LUMO energy: -3.67 eV
Total charge: +1

Each line ends with the Mulliken charge.
CARTESIAN COORDINATES (ANGSTROEM)
Ga  -0.11465  0.81175  0.73980  0.6518
O  4.90186  2.39528  5.11732  -0.6867
C  4.56813  1.24930  4.91736  0.4067
O  5.00185  0.16031  5.22548  -0.6922
C  3.26454  1.14453  4.04163  -0.5227
C  2.63734  2.28347  3.55678  -0.9205
C  1.56057  2.14308  2.69866  0.6068
N  1.16025  0.93186  2.28731  0.3937
C  1.65828  -0.16867  2.86085  -0.0724
C  2.71017  -0.09462  3.75842  -0.4516
C  0.92524  -1.39452  2.50178  0.5768
C  1.33137  -2.66596  2.89077  -0.2812
C  0.50727  -3.73739  2.61053  -0.9121
C  -0.69857  -3.50632  1.96243  -0.7856
C  -1.00703  -2.21554  1.56994  -0.3351
N  -0.21204  -1.17708  1.81623  0.2029
C  0.64645  3.22478  2.28662  0.3389
C  0.96744  4.57569  2.33923  -0.9322
C  -0.01276  5.49246  2.01426  -0.4726
C  -1.27460  5.03689  1.65652  -0.8047
C  -1.49512  3.67148  1.59064  -0.0818
N  -0.56072  2.78158  1.90384  -0.0321
H  2.99036  3.24355  3.90170  0.5837
H  3.13524  -0.95616  4.24377  0.6227
H  2.26726  -2.80228  3.40561  0.4781
H  0.79559  -4.73621  2.90271  0.4686
H  -1.39436  -4.30751  1.76232  0.5047
H  -1.93122  -2.01153  1.05820  0.5898
H  1.95894  4.88961  2.62330  0.4844
H  0.20333  6.54842  2.03590  0.4785
H  -2.07003  5.72383  1.41449  0.4350
H  -2.45047  3.27527  1.26936  0.4758
Br  2.91983  -1.09013  0.81742  0.2306
C  2.59267  0.15389  -0.56335  0.6297
C  3.59431  0.30810  -1.52099  -0.8421
C  3.37184  1.18422  -2.57485  -0.6984
C  2.15094  1.85271  -2.62408  -0.7075
C  1.24287  1.62463  -1.60274  0.7538
N  1.45256  0.80038  -0.58392  0.7156
C  -0.09964  2.31662  -1.60646  -0.1383
O  -0.48251  2.96336  -2.55336  -0.7119
O  -0.72127  2.14655  -0.49511  -0.1351
H  4.50943  -0.25120  -1.42607  0.5338
H  4.12647  1.33574  -3.33284  0.4836
H  1.88618  2.54100  -3.40819  0.6112
C  0.53065  -2.83058  -1.37892  -1.5229
N  -0.90967  -2.75847  -1.55897  1.1622
C  -1.47645  -3.91786  -2.21988  -1.0566
P  -1.67202  -1.29313  -1.63184  -1.5104
O  -0.97014  -0.36457  -0.66274  0.0277
N  -3.26573  -1.44589  -1.22074  0.4833
C  -4.24086  -1.94828  -2.17973  -1.2850
C  -3.87833  -0.60006  -0.20464  -0.8090
N  -1.68240  -0.79239  -3.22058  0.2314
C  -0.45386  -0.91458  -3.99404  -0.6950
C  -2.42315  0.42924  -3.52809  -0.7460
H  0.76689  -3.67856  -0.73084  0.3844
H  0.89796  -1.92690  -0.90164  0.3438
H  1.05999  -2.96936  -2.32410  0.4052
H  -1.03803  -4.81211  -1.77715  0.4055
H  -1.26778  -3.93138  -3.29326  0.2750
H  -2.54917  -3.96617  -2.06462  0.2938
H  -3.75239  -2.31218  -3.07918  0.4452
H  -4.92532  -1.14906  -2.47007  0.4249
H  -4.82643  -2.75408  -1.73599  0.3550
H  -3.12077  -0.09863  0.39908  0.1223
H  -4.51023  -1.20005  0.45396  0.3040
H  -4.50315  0.16836  -0.67255  0.3905
H  -0.05147  -1.91916  -3.91231  0.2102
H  0.30917  -0.19382  -3.68599  0.1019
H  -0.68714  -0.73228  -5.04316  0.4011
H  -3.30513  0.50422  -2.89998  0.2324
H  -2.74913  0.38912  -4.56686  0.3743
H  -1.81946  1.32346  -3.38438  0.2110

Number 1: E_HOMO -0.3934 hartree. Number 2: E_HOMO -0.3703 hartree.